Entry 1:
Molecular formula: C4H6KO2
Method: DFT, ωB97M-V/def2-TZVPD

```
13
Properties=species:S:1:pos:R:3:forces:R:3
O 0.968648 -0.675479 2.390607 0.19 -0.04 0.15
C 0.241993 -0.299018 1.248088 -0.32 0.05 -0.16
C 1.232667 -0.136559 0.098734 0.21 -0.10 -0.01
C 0.571120 0.261282 -1.144863 -0.90 0.07 -1.27
C -0.027488 0.510902 -2.175766 1.15 0.60 1.10
H 0.365763 -0.816053 3.125836 0.00 -0.02 0.00
H -0.279147 0.661892 1.424190 0.09 -0.21 -0.10
H -0.505120 -1.070861 0.987019 0.16 0.22 0.00
H 1.761587 -1.087834 -0.059167 -0.11 0.25 0.10
H 1.983063 0.620152 0.370755 -0.17 -0.22 -0.03
H -0.403324 1.034337 -3.040910 -0.16 -0.67 0.19
O -3.431620 0.098052 -2.619930 0.02 0.04 -0.07
K -2.478141 0.899185 -0.604593 -0.18 0.03 0.11
```
Positions in Å, forces in eV/Å.

Properties
Multiplicity = 2
LUMO (spin up / spin down) = -0.5 / -0.5 eV
Energy above the lowest of the compared OMol25 structures with the same formula, charge and spin = 147.4 kJ/mol
Kohn-Sham gap (spin up / spin down) = 7.15 / 6.30 eV

***

Entry 2:
Molecular formula: C4H9N2
Method: DFT, ωB97M-V/def2-TZVPD

```
15
Properties=species:S:1:pos:R:3:forces:R:3
C 1.892385 -0.545265 -0.316973 1.04 -1.15 -1.40
C 3.002061 0.033224 0.181042 -1.33 0.34 0.14
C -2.349359 -0.637863 0.014913 -1.69 -2.55 2.54
C -0.607060 1.111573 0.037619 -0.18 -0.18 -0.09
N -0.124900 -1.275629 0.181579 1.96 2.37 -0.35
N -0.919972 -0.341226 0.087699 1.04 -0.44 1.76
H 1.787779 -1.133803 -1.278409 -0.16 1.04 1.29
H 3.887197 0.379392 -0.482914 -1.71 -1.16 0.66
H 3.126239 0.402653 1.218422 -0.36 -0.34 -0.63
H -3.024263 -0.374913 0.981473 2.04 0.26 -2.24
H -2.615519 -0.111788 -0.888686 -1.02 -0.41 -0.20
H -2.414483 -1.798385 0.074110 -0.08 2.08 -0.98
H 0.473041 1.161364 -0.019506 -0.06 0.40 -0.93
H -1.283503 1.489182 -0.753906 1.09 0.26 0.21
H -0.829650 1.641491 0.963530 -0.58 -0.51 0.23
```
Positions in Å, forces in eV/Å.

Properties
LUMO (spin up / spin down) = -5.5 / -5.5 eV
Total charge = +1
Energy above the lowest of the compared OMol25 structures with the same formula, charge and spin = 672.6 kJ/mol
Kohn-Sham gap (spin up / spin down) = 9.12 / 9.11 eV

***

Entry 3:
Molecular formula: C20H19Br2IO10
Method: DFT, ωB97M-V/def2-TZVPD

```
52
Properties=species:S:1:pos:R:3:forces:R:3
C 4.034698 -2.272302 1.335575 0.14 0.25 -0.25
C 3.583712 -3.157679 0.227671 -0.33 -0.48 -0.05
Br 4.617379 -2.985110 -1.345880 -0.05 -0.01 0.12
C 2.555968 -4.017952 0.280958 0.31 0.07 -0.23
Br 2.081647 -5.141712 -1.177435 0.20 0.07 0.10
C 1.704432 -4.175202 1.501468 0.02 0.06 0.80
O 2.109158 -4.031830 2.633218 -0.26 -0.24 -1.05
O 0.420174 -4.544589 1.260440 0.44 0.07 0.46
C -0.344366 -3.669538 0.440890 -0.68 0.13 -0.19
C -0.862768 -2.443553 1.203920 -0.16 0.06 -0.36
C -0.565801 -1.159519 0.453919 0.75 0.22 0.10
C 0.938047 -0.940509 0.228986 -0.32 -0.32 0.39
I -1.331820 0.505104 1.594613 -0.16 -0.12 -0.07
H 4.303618 -1.306949 0.919005 0.03 0.18 -0.02
H 3.284234 -2.143559 2.098581 -0.13 -0.09 0.20
H 4.930313 -2.683176 1.790244 0.14 -0.14 0.12
H 0.186341 -3.386719 -0.463951 0.23 0.06 -0.02
H -1.198457 -4.255400 0.123628 -0.03 -0.27 -0.10
H -0.437894 -2.410170 2.201396 0.11 -0.04 0.19
H -1.940377 -2.533324 1.294990 -0.16 -0.05 0.29
H -1.058153 -1.168668 -0.507974 -0.32 0.28 -0.02
H 1.212786 0.102789 0.266959 0.07 0.24 -0.21
H 1.484502 -1.449174 1.022156 0.08 0.11 0.08
H 1.245703 -1.371160 -0.718133 0.08 0.00 -0.21
O -0.807555 -1.507138 -2.740454 0.01 -0.24 -0.02
C -1.624794 -1.038893 -3.515479 0.06 0.46 -0.02
C -1.735440 0.374347 -3.814307 0.14 -0.10 0.13
C -2.680901 0.796254 -4.665779 0.18 0.15 0.14
O -2.849838 2.067061 -4.991062 -0.05 -0.03 -0.03
C -3.641581 -0.156418 -5.326243 -0.05 -0.47 0.02
O -4.476109 0.315423 -6.072365 -0.01 0.20 -0.05
C -3.515621 -1.575493 -5.038473 -0.13 0.10 -0.12
C -2.568535 -1.995193 -4.190712 -0.16 -0.16 -0.14
O -2.386318 -3.271643 -3.878034 0.03 0.04 0.03
H -1.044131 1.050262 -3.330900 -0.02 0.02 -0.01
H -3.600843 2.091785 -5.613821 -0.07 0.00 -0.06
H -4.200505 -2.253402 -5.527325 0.00 -0.02 0.01
H -1.637571 -3.296361 -3.254471 0.08 0.00 0.05
O -1.663765 3.312199 3.415763 -0.13 -0.05 -0.18
C -0.695228 4.047234 3.383110 0.20 0.02 0.40
C 0.133167 4.345485 4.537742 -0.17 -0.11 -0.02
C 1.171873 5.180666 4.407663 -0.09 -0.13 0.23
O 1.975742 5.504695 5.410513 0.01 0.03 -0.04
C 1.513594 5.830172 3.094560 -0.19 -0.02 -0.43
O 2.465707 6.586754 3.073478 0.12 0.03 0.16
C 0.697151 5.517152 1.935533 0.17 0.12 0.03
C -0.339717 4.678206 2.062955 0.08 0.10 -0.23
O -1.126744 4.341936 1.051883 -0.03 0.00 0.08
H -0.121844 3.876042 5.477083 0.01 0.01 0.01
H 2.632444 6.124142 5.040644 0.06 0.06 -0.04
H 0.959314 5.977780 0.993862 -0.02 -0.01 -0.01
H -1.785026 3.716849 1.409392 -0.05 -0.06 0.01
```
Positions in Å, forces in eV/Å.

Properties
SMILES = C/C(Br)=C(/Br)C(=O)OCC[C@H](C)I.O=C1C=C(O)C(=O)C=C1O.O=C1C=C(O)C(=O)C=C1O
LUMO = -1.8 eV
Kohn-Sham gap = 7.72 eV

***

Entry 4:
Molecular formula: C22H42Cl2MnN5O4SSi4Te
Method: DFT, ωB97M-V/def2-TZVPD

```
82
Properties=species:S:1:pos:R:3:forces:R:3
Mn -0.881466 -0.752575 2.360801 0.11 -0.04 -0.02
Cl -4.519175 5.072827 5.109291 0.00 0.00 0.00
C -4.026974 3.557003 4.392295 -0.01 -0.01 -0.02
C -4.724570 3.072027 3.277324 0.00 0.00 0.01
C -4.354544 1.888953 2.703328 0.00 0.00 0.00
Cl -5.233333 1.295085 1.330765 0.00 0.00 0.00
C -3.251974 1.099133 3.176858 0.01 0.01 0.00
O -2.926625 0.017582 2.605006 0.01 -0.07 -0.02
C -2.589342 1.627214 4.328520 -0.03 0.01 -0.01
C -1.506743 0.928488 4.976398 0.01 0.00 0.02
O -0.995193 -0.140423 4.661023 -0.03 0.05 -0.09
C -2.984727 2.844475 4.908966 0.02 0.01 0.03
H -5.554466 3.632408 2.868980 0.00 0.00 0.00
H -1.124180 1.440729 5.880871 -0.01 0.00 0.01
H -2.448908 3.214261 5.775542 0.00 0.00 0.00
C 4.508869 -3.001500 2.487460 0.01 0.01 0.02
C 3.422757 -1.995850 2.581966 0.03 -0.03 -0.01
N 3.566525 -0.712398 2.457048 -0.04 0.00 -0.08
N 2.286109 -0.250909 2.568479 0.04 0.07 0.02
C 1.352553 -1.174938 2.775643 -0.08 -0.07 -0.04
S -0.208321 1.582526 1.517292 0.04 -0.03 0.14
N 2.102506 -2.302474 2.797300 -0.06 0.03 0.03
N 1.543988 -3.581131 2.909109 0.05 0.02 0.15
H 5.439203 -2.489027 2.256873 0.00 0.00 0.00
H 4.291974 -3.720477 1.695760 0.00 0.00 0.00
H 4.634844 -3.549388 3.423551 0.00 0.00 0.00
H 2.063305 0.708320 2.337197 0.01 0.00 0.03
H 2.245757 -4.209140 3.277308 0.03 0.01 0.01
H 1.235368 -3.887219 1.975512 0.00 -0.04 -0.03
N -2.188124 -2.563694 3.184470 0.07 0.00 0.10
C -2.245972 -3.917464 2.629083 0.03 -0.01 0.00
C -2.125868 -3.877023 1.105725 0.00 0.00 -0.03
C -0.727973 -3.381720 0.750518 -0.09 0.03 0.10
O 0.171464 -4.227468 0.584711 -0.06 -0.04 -0.15
O -0.561604 -2.123885 0.741649 -0.08 -0.02 0.01
H -2.025931 -2.568355 4.184452 -0.01 -0.02 0.00
H -3.047769 -2.047489 3.020732 0.00 -0.01 0.00
H -3.166119 -4.438818 2.917749 0.00 0.00 -0.02
H -1.404723 -4.486197 3.031177 0.00 0.01 0.01
H -2.879810 -3.202735 0.692669 0.00 0.00 0.00
H -2.269533 -4.879955 0.704443 0.00 0.00 -0.01
C 2.549245 3.172501 -3.476210 0.02 0.01 0.00
Si 1.756283 2.732456 -1.817685 -0.02 0.02 0.03
C 3.128276 2.242418 -0.631071 0.02 -0.01 -0.02
C 0.861182 4.234282 -1.141071 0.00 -0.01 -0.02
Si 0.261688 0.961821 -2.127007 0.03 -0.02 -0.01
Te -1.544217 1.120092 -0.403793 -0.07 0.09 -0.13
Si -0.989252 1.356841 -4.065118 -0.01 0.04 0.01
C -1.462780 3.177128 -4.167295 -0.01 -0.01 -0.01
C -0.070610 0.900355 -5.648470 -0.01 -0.01 0.00
C -2.577608 0.348192 -4.008080 0.01 0.00 -0.01
Si 1.350248 -1.105591 -2.304676 0.09 0.03 0.03
C 2.236081 -1.646403 -0.749319 0.01 0.02 0.02
C 2.661887 -0.926445 -3.658747 -0.02 -0.03 -0.01
C 0.091785 -2.398908 -2.820781 -0.01 -0.02 -0.01
H 3.293351 3.964579 -3.349245 0.00 0.00 0.00
H 1.804332 3.524822 -4.193548 0.00 -0.01 0.00
H 3.051322 2.306421 -3.914464 0.00 0.00 0.00
H 3.822744 3.071856 -0.468217 -0.01 0.00 0.00
H 3.699273 1.390921 -1.009093 0.00 0.00 0.02
H 2.690651 1.961664 0.328483 0.00 0.00 -0.01
H 1.557489 5.066447 -1.000749 0.00 0.01 0.00
H 0.407938 3.988152 -0.178107 0.01 0.00 0.00
H 0.065627 4.558579 -1.815094 0.00 0.01 0.00
H -0.585481 3.815831 -4.291419 0.00 0.00 0.00
H -1.976231 3.486119 -3.254237 0.00 0.00 0.00
H -2.131836 3.352194 -5.015007 0.00 0.01 0.00
H 0.891483 1.412548 -5.719310 0.00 0.00 0.01
H -0.666987 1.175137 -6.523577 0.00 0.00 0.00
H 0.116771 -0.174800 -5.694952 0.01 0.00 0.00
H -3.186136 0.623417 -3.143329 0.00 0.00 0.00
H -2.362809 -0.719778 -3.933492 0.00 0.00 0.00
H -3.174809 0.517096 -4.909131 0.00 0.00 0.00
H 2.961634 -0.904620 -0.409620 0.01 0.04 -0.01
H 2.763229 -2.587701 -0.937568 -0.01 -0.01 -0.01
H 1.496667 -1.820344 0.033308 0.04 0.01 -0.01
H 3.438383 -0.221850 -3.348892 -0.01 0.01 0.00
H 2.245663 -0.574051 -4.604124 0.00 0.01 -0.01
H 3.145376 -1.891568 -3.839341 0.00 0.00 0.00
H -0.761481 -2.368528 -2.139958 -0.01 0.01 0.01
H 0.515435 -3.405167 -2.775809 0.02 0.00 -0.01
H -0.265059 -2.214894 -3.838027 -0.02 -0.01 0.01
```
Positions in Å, forces in eV/Å.

Properties
Multiplicity = 6
LUMO (spin up / spin down) = 2.6 / 2.6 eV
Total charge = -1
Energy above the lowest of the compared OMol25 structures with the same formula, charge and spin = 111.1 kJ/mol
Kohn-Sham gap (spin up / spin down) = 6.41 / 6.65 eV